{
  "formula": "C3H7NO3",
  "method": "ωB97M-V/def2-TZVPD",
  "elements": ["C", "O", "C", "O", "C", "N", "O", "H", "H", "H", "H", "H", "H", "H"],
  "positions_angstrom": [[-1.586994, 0.367127, -0.648381], [-0.504532, 1.194553, -0.250724], [0.416845, 0.596375, 0.663930], [-0.166885, -0.118591, 1.694793], [1.355542, -0.329991, -0.122679], [0.787226, -1.622225, -0.406854], [1.304203, -2.240847, -1.315884], [-2.272581, 0.168051, 0.178623], [-2.113745, 0.908920, -1.430109], [-1.208515, -0.593295, -1.017413], [1.000847, 1.461417, 1.022769], [-0.770033, 0.454526, 2.183796], [1.527472, 0.267199, -1.066188], [2.231150, -0.513219, 0.514321]],
  "forces_ev_per_a": [[0.234, -0.247, 0.023], [-0.026, 0.146, 0.785], [-0.046, 0.156, -0.908], [-0.299, 0.012, 0.233], [0.194, 1.775, -0.400], [-0.218, -1.785, -0.765], [-0.287, 1.099, 0.890], [0.014, 0.004, -0.037], [0.034, -0.075, -0.035], [-0.313, 0.094, -0.099], [-0.132, -0.289, -0.059], [0.132, 0.030, -0.002], [0.581, -0.970, 0.840], [0.132, 0.051, -0.465]],
  "nbo_charge": [-0.261, -0.549, 0.374, -0.708, -0.381, 0.141, -0.275, 0.172, 0.196, 0.178, 0.158, 0.480, 0.233, 0.242],
  "energy_ev": -10853.7641,
  "smiles": "CO[C@@H](O)CN=O",
  "molar_mass_g_mol": 105.09,
  "relative_energy_kj_mol": 444.18,
  "gap_ev": 9.0665
}